Computed, not measured: a structure of composition C4H18B2KO2, with ωB97M-V with the def2-TZVPD basis set.

Each line ends with the natural charge from an NBO analysis.
CARTESIAN COORDINATES (ANGSTROEM)
K (-0.2595, -1.0059, -1.0030)  0.96
B (-2.2939, -3.3087, -2.4261)  -0.76
H (-3.3047, -2.7722, -2.1765)  -0.05
H (-2.5544, -4.2293, -3.0913)  -0.03
H (-1.6374, -2.5325, -3.0218)  -0.10
H (-1.7101, -3.5384, -1.4411)  -0.05
B (0.7540, -2.6791, 1.4731)  -0.76
H (1.0074, -2.7788, 0.3509)  -0.08
H (0.3405, -3.6973, 1.8619)  -0.02
H (1.7534, -2.4829, 2.0489)  -0.05
H (-0.0649, -1.8918, 1.6955)  -0.07
C (2.2423, 0.9356, 1.5640)  -0.24
O (1.0137, 0.9531, 0.8746)  -0.54
C (0.2180, 2.0515, 1.2259)  -0.10
C (-0.9953, 2.0939, 0.3342)  -0.09
O (-0.7621, 1.6591, -0.9962)  -0.54
C (0.0813, 2.5536, -1.6812)  -0.26
H (2.8302, 1.8506, 1.4016)  0.15
H (2.7718, 0.0476, 1.2335)  0.23
H (2.0995, 0.9122, 2.6509)  0.17
H (0.7896, 2.9899, 1.3144)  0.16
H (-0.1271, 1.9792, 2.2704)  0.18
H (-1.4796, 3.0728, 0.3939)  0.17
H (-1.6960, 1.3680, 0.7498)  0.20
H (-0.2720, 3.5892, -1.6043)  0.16
H (0.1576, 2.2860, -2.7329)  0.20
H (1.0975, 2.5746, -1.2691)  0.17

Results
ΔE to the lowest compared entry with this formula, charge and spin: 62.5 kJ/mol
DFT total energy: -26210.7123 eV
total charge: -1
LUMO level: 2.0 eV
gap between HOMO and LUMO: 7.089 eV